(1)
Computed, not measured: a structure of composition C39H29BN11S2Tl, with ωB97M-V with the def2-TZVPD basis set.

Geometry (Å):
Tl -0.8898 1.9425 -0.9236
C -5.3873 0.6530 -1.9941
C -4.4503 1.2978 -1.1775
N -3.2530 0.7363 -1.2982
N -3.3870 -0.2679 -2.1869
C -4.6630 -0.3350 -2.6253
B -2.1824 -1.1314 -2.6569
N -1.2695 -1.5081 -1.4477
C -1.0389 -2.6891 -0.8356
C 0.0360 -2.5320 0.0178
C 0.4157 -1.1948 -0.1509
N -0.3691 -0.5894 -1.0274
N -1.3055 -0.3520 -3.6464
C -0.3733 -0.8508 -4.4885
C 0.3735 0.1952 -4.9753
C -0.1654 1.3231 -4.3362
N -1.1641 0.9901 -3.5326
N -2.7747 -2.3678 -3.3346
C -3.0329 -2.5511 -4.6519
C -3.8317 -3.6605 -4.7791
C -4.0283 -4.0928 -3.4568
N -3.4105 -3.3041 -2.5911
H -6.4317 0.8793 -2.1185
H -4.5873 2.1369 -0.5129
H -4.9649 -1.0754 -3.3482
H -1.6359 -3.5507 -1.0813
H 0.5017 -3.2873 0.6280
H 1.2175 -0.6396 0.3114
H -0.3075 -1.9085 -4.6855
H 1.1794 0.1502 -5.6864
H 0.1280 2.3574 -4.4281
H -2.6450 -1.8797 -5.3988
H -4.2056 -4.0966 -5.6888
H -4.5858 -4.9476 -3.1047
S -4.3801 -4.1909 2.4295
C -5.4136 -4.6095 1.1511
C -5.3893 -3.7048 0.1028
C -4.5188 -2.6567 0.3401
C -3.8614 -2.7602 1.5872
C -2.8806 -1.8848 2.0975
C -2.5684 -0.6885 1.3688
N -1.6100 0.1209 1.6924
C -0.8507 -0.1712 2.7792
C -1.1393 -1.2639 3.6414
C -0.3462 -1.4758 4.8252
C 0.6952 -0.6688 5.0987
C 1.0589 0.3992 4.2018
C 2.1855 1.2004 4.4253
C 2.5231 2.1806 3.5177
C 1.6905 2.3256 2.3720
N 0.6360 1.5960 2.1377
C 0.3012 0.6437 3.0430
C 3.6830 3.0511 3.6886
C 4.3993 3.6902 2.7111
C 5.4923 4.4300 3.2240
C 5.5835 4.3454 4.5808
S 4.3397 3.3860 5.2444
C -2.1586 -2.1232 3.2764
H -6.0118 -5.5059 1.2176
H -5.9690 -3.8159 -0.7998
H -4.3388 -1.8625 -0.3691
H -3.1412 -0.4169 0.4936
H -0.6091 -2.2965 5.4803
H 1.2938 -0.8157 5.9887
H 2.7933 1.0292 5.3063
H 1.9279 3.0881 1.6387
H 4.1712 3.6098 1.6585
H 6.1813 4.9936 2.6126
H 6.3075 4.8146 5.2269
H -2.3737 -2.9868 3.8961
N 2.2679 1.6844 -0.9318
C 3.3786 1.9802 -0.9409
C 4.7577 2.3861 -0.9028
C 5.1069 3.6728 -1.3092
C 6.4277 4.0782 -1.2167
C 7.3898 3.2069 -0.7226
C 7.0380 1.9246 -0.3217
C 5.7210 1.5077 -0.4102
H 4.3466 4.3410 -1.6908
H 6.7071 5.0736 -1.5338
H 8.4209 3.5276 -0.6540
H 7.7914 1.2486 0.0590
H 5.4321 0.5129 -0.0989

Atoms 1-6, force components in eV/Å:
0.07 0.08 0.00
-0.04 -0.03 -0.03
0.03 -0.03 -0.01
-0.03 0.04 -0.04
0.05 -0.02 -0.01
0.06 0.02 0.02

charge: +1
E_HOMO (alpha / beta): -0.3899 / -0.3934 hartree
spin multiplicity: 2
E_tot: -3099.504978 Ha

(2)
Computed, not measured: a structure of composition C39H29CoIN3O6PS2, with ωB97M-V with the def2-TZVPD basis set.

Geometry (Å):
Co 0.6827 -0.4291 -0.6222
O -2.0352 -3.6507 2.7885
C -1.3341 -2.8572 3.6121
C -1.5002 -3.0484 4.9844
C -0.8298 -2.2668 5.8999
C 0.0332 -1.2683 5.4672
C 0.2097 -1.0666 4.1154
C -0.4641 -1.8452 3.1703
C -0.2389 -1.5500 1.7448
O 0.3918 -0.5031 1.4128
N -0.7537 -2.3854 0.8584
N -0.5136 -2.0688 -0.4464
C -1.1493 -2.8457 -1.2564
S -2.1567 -4.1079 -0.5646
C -2.8137 -4.6763 -2.1750
C -1.7479 -4.4409 -3.2183
S -1.1003 -2.7381 -2.9856
H -1.7798 -3.4395 1.8669
H -2.1612 -3.8370 5.3064
H -0.9771 -2.4391 6.9560
H 0.5681 -0.6633 6.1831
H 0.8849 -0.3034 3.7571
H -3.7181 -4.1053 -2.3875
H -3.0613 -5.7316 -2.0668
H -2.1345 -4.5099 -4.2324
H -0.9113 -5.1309 -3.1031
I 1.0668 0.4954 -3.0514
C -0.8015 1.2806 -3.7711
C -0.9817 1.0448 -5.1151
C -1.9698 1.7029 -5.8493
C -2.7344 2.6464 -5.2259
C -2.6026 2.8955 -3.8443
C -3.4069 3.8864 -3.2461
C -3.3123 4.1539 -1.9106
C -2.4702 3.3728 -1.1171
C -1.6705 2.3826 -1.6512
P -0.8943 1.2856 -0.3817
C 0.0469 2.5080 0.5836
C -0.4949 3.2630 1.6172
C 0.2738 4.2212 2.2518
C 1.5830 4.4413 1.8613
C 2.1362 3.6744 0.8498
C 1.3740 2.7125 0.2170
C -2.3642 0.8548 0.5953
C -3.5278 0.5165 -0.0942
C -4.6106 -0.0133 0.5796
C -4.5445 -0.2312 1.9468
C -3.3932 0.1024 2.6398
C -2.3078 0.6360 1.9687
C -1.6574 2.1611 -3.0586
H -0.3115 0.3657 -5.6226
H -2.0747 1.5045 -6.9052
H -3.4551 3.2271 -5.7809
H -4.1028 4.4251 -3.8715
H -3.9136 4.9261 -1.4546
H -2.4725 3.5345 -0.0485
H -1.5142 3.0993 1.9337
H -0.1579 4.8009 3.0534
H 2.1735 5.2006 2.3497
H 3.1611 3.8249 0.5496
H 1.8172 2.1156 -0.5691
H -3.5707 0.6757 -1.1632
H -5.5052 -0.2749 0.0347
H -5.3801 -0.6750 2.4660
H -3.3339 -0.0757 3.7030
H -1.4059 0.8658 2.5115
O 3.4706 -0.1209 -2.5219
C 3.6105 -0.4781 -1.3419
O 2.6845 -0.7315 -0.5319
C 5.0248 -0.6163 -0.8270
C 6.0767 -0.0428 -1.5383
C 7.3854 -0.1887 -1.1064
C 7.6563 -0.9333 0.0253
C 6.6026 -1.5072 0.7295
C 5.2845 -1.3408 0.3269
N 6.8966 -2.3144 1.8862
O 8.0639 -2.5740 2.1026
O 5.9697 -2.6940 2.5703
H 5.8574 0.5118 -2.4376
H 8.1965 0.2702 -1.6530
H 8.6630 -1.0858 0.3819
H 4.4758 -1.7776 0.8928

Atoms 1-6, force components in eV/Å:
0.21 0.89 0.62
-0.11 -0.15 0.25
0.09 0.13 0.02
-0.08 -0.09 -0.01
-0.05 -0.04 -0.11
0.10 0.13 0.07

E_HOMO (alpha / beta): -0.2865 / -0.2873 hartree
spin multiplicity: 2
E_tot: -4937.452123 Ha
ΔE to the lowest compared entry with this formula, charge and spin: 0.0 kJ/mol

(3)
Computed, not measured: a structure of composition C39H30AsBr2CdN2O4, with ωB97M-V with the def2-TZVPD basis set.

Geometry (Å):
Cd -1.0374 -0.1442 -0.5589
C -3.9782 -0.1892 -2.3960
O -2.9748 0.6514 -1.8135
C -3.4056 1.8274 -1.2488
C -4.6801 2.3143 -1.3687
C -5.0205 3.5373 -0.7744
Br -6.7824 4.1832 -0.9671
C -4.0945 4.2516 -0.0703
C -2.7864 3.7518 0.0701
C -2.4057 2.5243 -0.5118
O -1.2017 2.0331 -0.3984
C -1.8037 4.4858 0.8250
N -0.5388 4.1002 1.0022
C 0.1411 5.0354 1.7663
C 1.4514 5.0927 2.2182
C 1.7956 6.1929 2.9800
C 0.8695 7.1986 3.2828
C -0.4369 7.1414 2.8337
C -0.7791 6.0365 2.0686
N -1.9750 5.6567 1.4646
H -4.7119 -0.4779 -1.6433
H -3.4661 -1.0716 -2.7656
H -4.4570 0.3217 -3.2308
H -5.4384 1.7755 -1.9166
H -4.3878 5.1939 0.3724
H -0.2405 3.2284 0.5605
H 2.1704 4.3190 1.9869
H 2.8061 6.2817 3.3539
H 1.1846 8.0407 3.8829
H -1.1525 7.9172 3.0676
H -2.8418 6.1651 1.5002
C 5.3408 1.5200 -0.4769
C 4.5214 1.4293 -1.5943
C 3.3549 0.6829 -1.5411
C 3.0112 0.0170 -0.3680
C 3.8245 0.1183 0.7553
C 4.9904 0.8699 0.6961
As 1.4143 -1.0601 -0.2929
C 1.6136 -2.4642 -1.6127
C 1.7610 -3.8097 -1.3008
C 1.8963 -4.7426 -2.3196
C 1.8791 -4.3452 -3.6471
C 1.6978 -3.0064 -3.9626
C 1.5566 -2.0721 -2.9486
C 1.4216 -1.8974 1.4366
C 2.3587 -2.8816 1.7560
C 2.3203 -3.4955 2.9964
C 1.3539 -3.1294 3.9258
C 0.4408 -2.1330 3.6238
C 0.4803 -1.5118 2.3835
H 6.2533 2.0992 -0.5227
H 4.7910 1.9404 -2.5087
H 2.7240 0.6253 -2.4191
H 3.5571 -0.3876 1.6741
H 5.6266 0.9404 1.5683
H 1.7398 -4.1518 -0.2773
H 2.0000 -5.7905 -2.0703
H 1.9835 -5.0813 -4.4326
H 1.6614 -2.6893 -4.9966
H 1.3974 -1.0326 -3.2157
H 3.1377 -3.1505 1.0542
H 3.0441 -4.2628 3.2372
H 1.3136 -3.6257 4.8863
H -0.3201 -1.8520 4.3379
H -0.2633 -0.7544 2.1677
Br -0.8026 -6.7971 -3.1925
C -1.2445 -5.4594 -1.9307
C -1.4894 -4.1685 -2.3641
C -1.8135 -3.2003 -1.4257
C -1.9005 -3.5003 -0.0710
C -1.6511 -4.8085 0.3345
C -1.3184 -5.7886 -0.5852
C -2.2844 -2.4854 0.9927
O -2.4942 -2.8717 2.1241
O -2.3604 -1.2356 0.6302
H -1.4333 -3.9260 -3.4165
H -2.0480 -2.2032 -1.7817
H -1.7347 -5.0414 1.3875
H -1.1305 -6.8041 -0.2648

Atoms 1-6, force components in eV/Å:
0.26 0.18 0.19
0.00 -0.01 0.00
0.02 0.00 0.02
0.05 0.08 0.03
-0.05 -0.04 -0.04
0.05 0.04 0.03

charge: +1
E_HOMO: -0.3926 hartree
E_tot: -9466.048281 Ha
ΔE to the lowest compared entry with this formula, charge and spin: 0.0 kJ/mol

(4)
Computed, not measured: a structure of composition C39H30BrGeMgN3O4, with ωB97M-V with the def2-TZVPD basis set.

Geometry (Å):
Mg 1.2194 0.7765 -1.9180
Br 4.1882 -1.1786 -4.7559
C 4.5207 0.5421 -3.9925
C 5.8199 1.0201 -4.0389
C 6.0369 2.2933 -3.5411
C 4.9626 3.0204 -3.0586
C 3.7069 2.4361 -3.0596
N 3.4897 1.1888 -3.5010
C 2.4997 3.2422 -2.5739
O 2.6755 4.4197 -2.3116
O 1.4018 2.5880 -2.5241
H 6.6149 0.4190 -4.4533
H 7.0339 2.7146 -3.5466
H 5.0562 4.0306 -2.6888
C -3.1018 1.6227 -2.6525
C -1.7385 1.7528 -2.3462
N -0.8927 0.7540 -2.4711
C -1.3452 -0.4309 -2.9216
C -2.6762 -0.6558 -3.2770
C -3.5676 0.4220 -3.1210
C -3.0616 -1.9488 -3.7705
C -2.1572 -2.9451 -3.8839
C -0.7885 -2.7500 -3.4925
C 0.1826 -3.7670 -3.5266
C 1.4405 -3.5153 -3.0478
C 1.7398 -2.2334 -2.5640
N 0.8663 -1.2491 -2.5766
C -0.3874 -1.5035 -3.0106
H -3.7615 2.4681 -2.5196
H -1.3170 2.6890 -1.9990
H -4.6132 0.2927 -3.3729
H -4.0953 -2.1080 -4.0510
H -2.4528 -3.9180 -4.2563
H -0.0818 -4.7472 -3.9053
H 2.2049 -4.2790 -3.0362
H 2.7163 -1.9988 -2.1604
O 2.7389 0.3351 -0.5802
C 1.9582 0.6948 0.3486
O 0.7716 1.0383 0.0829
C 2.4311 0.7268 1.7789
C 1.3806 1.2919 2.7251
Ge -0.3392 0.3381 2.7780
C -1.7973 1.5830 2.3952
C -1.6801 2.5013 1.3478
C -2.7170 3.3762 1.0537
C -3.8884 3.3465 1.7994
C -4.0170 2.4415 2.8421
C -2.9771 1.5680 3.1361
C -0.6207 -0.3494 4.5903
C -1.0397 -1.6553 4.8355
C -1.2546 -2.1065 6.1324
C -1.0565 -1.2532 7.2070
C -0.6436 0.0534 6.9814
C -0.4286 0.4963 5.6846
C -0.4842 -1.1980 1.5766
C -1.5514 -1.2869 0.6836
C -1.7238 -2.4098 -0.1147
C -0.8191 -3.4603 -0.0424
C 0.2616 -3.3783 0.8237
C 0.4202 -2.2580 1.6293
H 3.3466 1.3246 1.7953
H 2.7432 -0.2871 2.0422
H 1.1461 2.3150 2.4260
H 1.7683 1.3336 3.7451
H -0.7698 2.5250 0.7608
H -2.6073 4.0917 0.2471
H -4.6951 4.0327 1.5732
H -4.9253 2.4179 3.4314
H -3.0888 0.8686 3.9579
H -1.2037 -2.3338 4.0057
H -1.5788 -3.1258 6.3020
H -1.2244 -1.6030 8.2177
H -0.4902 0.7263 7.8157
H -0.1117 1.5229 5.5288
H -2.2673 -0.4742 0.6184
H -2.5701 -2.4683 -0.7903
H -0.9594 -4.3425 -0.6547
H 0.9718 -4.1942 0.8857
H 1.2535 -2.2294 2.3239

Atoms 1-6, force components in eV/Å:
0.10 0.11 -0.07
-0.02 0.00 0.03
0.01 -0.04 -0.01
-0.02 -0.01 0.00
0.02 0.02 0.01
0.00 0.00 -0.03

E_HOMO: -0.3287 hartree
E_tot: -6820.697694 Ha
ΔE to the lowest compared entry with this formula, charge and spin: 31.8 kJ/mol

(5)
Computed, not measured: a structure of composition C39H30BrGeN3O2PbS, with ωB97M-V with the def2-TZVPD basis set.

Geometry (Å):
Pb -1.7656 -0.8543 0.5901
O -3.6013 2.9448 2.4699
S -2.7001 1.8117 2.3486
O -3.1956 0.5609 2.8891
N -2.1532 1.5222 0.8924
C -2.1419 2.3546 -0.1893
C -2.4772 3.7110 -0.1690
C -2.5234 4.4584 -1.3450
C -2.2187 3.8999 -2.5629
C -1.8383 2.5465 -2.6329
C -1.5191 1.9152 -3.8547
C -1.2142 0.5767 -3.8585
C -1.2288 -0.1277 -2.6581
N -1.5015 0.4276 -1.4898
C -1.8028 1.7572 -1.4495
C -1.2475 2.2085 3.3101
C -0.9025 1.3842 4.3690
C 0.2029 1.6888 5.1455
C 0.9655 2.8121 4.8549
C 0.6149 3.6317 3.7893
C -0.4915 3.3316 3.0124
H -2.7527 4.1587 0.7735
H -2.8228 5.4998 -1.2932
H -2.2770 4.4858 -3.4735
H -1.5293 2.4924 -4.7719
H -0.9681 0.0599 -4.7778
H -1.0035 -1.1872 -2.6265
H -1.5151 0.5133 4.5530
H 0.4805 1.0435 5.9694
H 1.8363 3.0485 5.4544
H 1.2187 4.5016 3.5603
H -0.7696 3.9562 2.1722
C 0.3586 -0.9076 1.3237
Ge 1.6227 -0.7780 -0.0706
C 1.7840 1.1694 -0.5966
C 1.7730 1.7187 -1.8793
C 1.6228 3.0863 -2.0911
C 1.5143 3.9488 -1.0133
C 1.5549 3.4298 0.2769
C 1.6682 2.0617 0.4735
C 1.6534 -2.0167 -1.6937
C 1.4972 -1.6882 -3.0417
C 1.2761 -2.6586 -4.0152
C 1.2149 -3.9980 -3.6657
C 1.3867 -4.3565 -2.3315
C 1.5908 -3.3777 -1.3723
C 3.4817 -1.1874 0.6420
C 4.4093 -1.9773 -0.0376
C 5.6683 -2.2451 0.4875
C 6.0416 -1.7015 1.7090
C 5.1361 -0.9069 2.4019
C 3.8745 -0.6667 1.8757
H 1.8789 1.0784 -2.7463
H 1.5779 3.4764 -3.1039
H 1.3850 5.0138 -1.1748
H 1.4760 4.0959 1.1297
H 1.6307 1.6606 1.4816
H 1.5418 -0.6538 -3.3560
H 1.1327 -2.3637 -5.0510
H 1.0253 -4.7548 -4.4194
H 1.3393 -5.4019 -2.0448
H 1.6923 -3.6655 -0.3297
H 4.1403 -2.3948 -1.0021
H 6.3618 -2.8814 -0.0546
H 7.0284 -1.8963 2.1165
H 5.4200 -0.4796 3.3588
H 3.1617 -0.0662 2.4326
Br -5.0996 -5.6727 -2.1316
C -4.5326 -4.8481 -0.4995
C -5.3177 -4.9912 0.6328
C -4.8082 -4.4245 1.8000
C -3.6023 -3.7597 1.7593
N -2.8692 -3.6056 0.6517
C -3.3333 -4.1727 -0.4635
H -6.2666 -5.5057 0.6049
H -5.3571 -4.5157 2.7286
H -3.1795 -3.2952 2.6433
H -2.7129 -4.0584 -1.3456

Atoms 1-6, force components in eV/Å:
1.96 -0.93 0.80
0.18 0.07 -0.10
-0.07 -0.02 -0.09
0.16 0.17 0.01
-0.30 0.62 0.15
-0.25 0.34 0.59

charge: -2
E_HOMO: 0.0371 hartree
E_tot: -7060.726769 Ha
ΔE to the lowest compared entry with this formula, charge and spin: 43.3 kJ/mol

(6)
Computed, not measured: a structure of composition C39H30N5O2PPdS, with ωB97M-V with the def2-TZVPD basis set.

Geometry (Å):
Pd 0.3730 -0.8471 -0.6273
N 0.7662 0.5737 -2.5310
C 1.1251 1.6238 -2.1467
N 1.4197 2.8349 -1.7643
C 2.6473 2.9912 -1.2726
N 3.6966 3.1731 -0.8053
N 0.0811 -8.9971 2.5178
C 0.4890 -7.9786 2.1608
C 0.9741 -6.7107 1.7223
C 1.2228 -6.4710 0.3624
C 1.6780 -5.2467 -0.0675
C 1.9039 -4.1829 0.8501
C 1.6781 -4.4549 2.2274
C 1.2193 -5.6816 2.6449
C 2.3409 -2.9437 0.4012
C 2.0513 -1.8507 -0.2209
H 1.0460 -7.2622 -0.3565
H 1.8572 -5.0753 -1.1220
H 1.8556 -3.6711 2.9528
H 1.0408 -5.8604 3.6981
C -1.5973 -4.3000 0.8063
O -0.6107 -3.2962 0.4577
C -0.7882 -2.3795 -0.3882
C -2.1229 -2.2543 -1.0357
H -1.1640 -4.8351 1.6447
H -1.7437 -4.9799 -0.0297
H -2.5350 -3.8264 1.0867
H -2.4927 -3.2177 -1.3933
H -2.0894 -1.5389 -1.8507
H -2.8080 -1.8684 -0.2744
S 5.1217 0.5979 -0.4846
C 3.9048 -0.3458 0.2007
N 3.1478 -0.9625 -0.6498
C 3.5127 -0.7253 -1.9744
C 2.9189 -1.2681 -3.1109
C 3.4382 -0.8987 -4.3299
C 4.5166 -0.0062 -4.4265
C 5.1093 0.5245 -3.3041
C 4.5979 0.1417 -2.0669
H 3.7313 -0.4538 1.2620
H 2.0629 -1.9163 -3.0137
H 2.9944 -1.2846 -5.2377
H 4.8843 0.2721 -5.4059
H 5.9359 1.2184 -3.3732
O -1.3998 0.5518 -0.0830
P -1.6603 1.9559 0.3778
C -0.2774 2.6762 1.2833
C 0.8822 1.9314 1.4654
C 1.9413 2.4595 2.1874
C 1.8459 3.7302 2.7321
C 0.6835 4.4713 2.5682
C -0.3783 3.9436 1.8532
C -3.0363 1.9899 1.5466
C -4.0560 2.9350 1.4961
C -5.0693 2.9154 2.4468
C -5.0674 1.9528 3.4449
C -4.0509 1.0054 3.4989
C -3.0386 1.0235 2.5535
C -2.1199 3.0524 -0.9739
C -1.4536 4.2345 -1.2750
C -1.8640 5.0045 -2.3557
C -2.9302 4.5923 -3.1396
C -3.5898 3.4015 -2.8535
C -3.1852 2.6340 -1.7759
H 0.9470 0.9339 1.0529
H 2.8476 1.8831 2.3238
H 2.6789 4.1468 3.2840
H 0.6052 5.4616 2.9991
H -1.2916 4.5195 1.7443
H -4.0643 3.6861 0.7156
H -5.8614 3.6522 2.4024
H -5.8588 1.9376 4.1838
H -4.0488 0.2548 4.2794
H -2.2457 0.2847 2.5902
H -0.5947 4.5395 -0.6940
H -1.3341 5.9178 -2.5938
H -3.2432 5.1923 -3.9854
H -4.4131 3.0709 -3.4739
H -3.6897 1.6986 -1.5585

Atoms 1-6, force components in eV/Å:
-0.21 0.23 -0.72
0.09 0.15 0.55
-0.13 0.24 -0.05
0.47 -0.30 0.10
-0.19 0.03 0.00
-0.30 0.17 -0.17

E_HOMO (alpha / beta): -0.2243 / -0.2244 hartree
E_tot: -2795.704361 Ha
ΔE to the lowest compared entry with this formula, charge and spin: 196.9 kJ/mol